Record 1
The following is a DFT calculation (ωB97M-V/def2-TZVPD) of a cluster of 12 separate species, C26H55N12O19 in total.

```
112
C26H55N12O19, DFT ωB97M-V/def2-TZVPD
O 5.0691 2.9149 -4.4116
O 6.7241 0.4989 -3.2696
O -0.2079 -1.2001 4.5304
O 5.7341 -1.4261 -2.9696
O 3.7061 -0.6501 2.4244
O -3.8939 -0.3571 1.4434
O 1.1601 -3.7531 2.5494
O -3.6659 -5.8381 1.6254
O 3.6911 2.7149 2.1624
O -2.4349 -5.2211 3.2724
O 3.5471 2.2309 -2.9616
O -4.1939 1.6209 0.4134
O 1.6281 -5.2601 3.9934
O -0.9689 -3.0501 5.0064
O -3.0089 -5.1871 -1.3106
O 2.3691 0.1629 0.3074
O -2.8399 -3.5951 0.0964
O 5.6881 2.1999 1.7434
O 4.5091 -2.4921 1.8874
N -6.8749 3.1869 -4.1876
N -2.5649 -5.6421 2.0434
N 6.3551 -0.5681 -3.6276
N -3.4309 -4.1811 -0.8176
N 4.4961 -1.3381 1.8444
N -0.9499 5.2799 1.1594
N -4.6189 0.5319 0.8544
N -1.1429 -1.9191 4.6754
N 1.1111 0.0209 -0.2046
N 4.8411 2.5979 2.5154
N 4.6291 2.7779 -3.2266
N 1.4991 -4.0691 3.5984
C -1.8789 5.4569 0.0614
C 0.0071 0.9589 0.0994
C 0.7291 2.4239 0.1614
C 0.8791 -1.2021 -1.0846
C -4.7179 -3.6281 -1.2856
C -2.8419 3.9679 1.6074
C -0.2789 -1.0701 -2.0426
C -0.6429 0.6549 1.4564
C -6.0629 0.2329 0.6654
C 5.5811 -0.7551 1.0854
C -1.0399 1.1049 -1.0746
C -1.5279 -0.2811 -1.5186
C -1.5519 4.4749 2.1514
C -3.0379 4.5419 0.1914
C -2.4109 -1.6431 3.9904
C -5.9789 3.5089 -5.2986
C -1.2859 -6.1171 1.4084
C -4.5789 3.0609 -4.9066
C 5.1431 2.5469 4.0454
C -4.7259 2.4829 -3.5896
C 2.1231 -1.3471 -2.0006
C -6.2649 2.5309 -3.1626
C 0.8451 -2.4911 -0.2686
C 2.4131 -3.0831 4.3324
C 6.2331 -0.7701 -5.1706
C 5.1941 3.6339 -2.2166
H -1.1519 4.3619 3.0814
H 5.4211 4.5389 -2.7616
H 6.2411 2.8069 4.1694
H 6.3411 3.3449 -2.1026
H 4.4571 3.4639 4.3604
H -1.0109 -5.3501 0.7334
H -6.8479 2.0719 -2.4386
H -1.6309 5.9819 -0.7806
H 6.0981 -0.1651 1.7664
H -0.7089 -2.0631 -2.2376
H 4.8421 1.4129 4.4954
H -3.5869 3.3279 2.1364
H -6.2869 4.1699 -6.0616
H -7.8289 3.3009 -4.1216
H -0.6149 -6.2441 2.2074
H 0.1001 0.7749 2.1874
H -1.4069 1.4189 1.6584
H 0.0051 -2.4401 0.3004
H 5.1651 -0.1161 0.1554
H 3.5081 -3.4381 4.1484
H 1.3791 2.5879 -0.7226
H 2.0521 -2.9031 5.4344
H 0.1011 -0.6331 -2.9696
H -3.8639 2.0059 -3.2246
H -2.2159 -0.8101 3.2934
H 1.8591 -2.1501 -2.7246
H -1.8179 1.6889 -0.6346
H 3.0191 -1.7071 -1.7636
H -3.7559 3.2739 -5.5566
H 4.5221 3.7449 -1.3336
H 7.3491 -0.5071 -5.5516
H -3.1649 -1.5181 4.5624
H -4.7879 -3.6861 -2.4176
H -6.3379 -0.2311 1.6004
H 5.6041 0.0739 -5.5596
H 6.0891 -1.6141 0.7314
H -4.4389 -2.6811 -0.9986
H -1.9909 -0.8441 -0.5656
H -5.5619 -3.9081 -0.6046
H 2.4261 -2.1161 3.7054
H 5.8921 -1.6411 -5.2396
H -2.6879 -2.5181 3.2564
H -0.6409 1.6869 -2.0306
H -2.3249 -0.3111 -2.3076
H -3.9619 4.4369 -0.4086
H -6.6659 1.0789 0.4824
H 2.1821 -0.3041 -2.6236
H 0.0671 3.2839 0.2804
H 1.2731 2.4279 1.1664
H 1.5751 -2.3191 0.5494
H -1.2309 -0.1591 1.1364
H 0.7471 -3.4921 -0.7926
H -1.6469 -7.0691 0.8504
H -0.1179 5.9799 1.3714
H -6.3149 -0.4951 -0.0816
```

Summary:
Molecular weight, Da: 839.8
Total charge: +1
HOMO energy, eV: -9.665
Energy above the lowest of the compared OMol25 structures with the same formula, charge and spin, kcal/mol: 0.0
Kohn-Sham gap, eV: 3.816



Record 2
The following is a DFT calculation (ωB97M-V/def2-TZVPD) of the ion C3H8N with charge +1.

```
12
C3H8N, DFT ωB97M-V/def2-TZVPD
N -1.0411 0.6450 0.1854
C -1.1361 -0.7974 -0.0097
C 1.4212 0.0768 0.1046
C 0.0778 -0.0344 -0.5662
H 1.7837 1.0358 -0.3386
H -0.9321 -1.5439 0.8792
H 1.2716 -0.0207 1.1178
H -1.6505 1.3514 -0.2359
H -1.6845 -1.2634 -0.8119
H 2.0061 -0.6812 -0.1657
H -0.7512 1.0692 1.0518
H 0.2097 0.2243 -1.7045
```

Summary:
Molecular weight, Da: 58.1
Total charge: +1
Structure (SMILES): C[C@H]1C[NH2+]1
HOMO energy, eV: -16.775
Energy above the lowest of the compared OMol25 structures with the same formula, charge and spin, kcal/mol: 31.3
Kohn-Sham gap, eV: 13.300



Record 3
The following is a DFT calculation (ωB97M-V/def2-TZVPD) of a cluster of 10 separate species, C39H79NO25S3 in total.

```
147
C39H79NO25S3, DFT ωB97M-V/def2-TZVPD
S 7.4667 2.6887 -3.8569
S 4.7098 -5.8199 0.0495
S 7.0436 2.8611 6.4035
O -9.6648 -3.0320 0.4306
O 4.2928 -6.6566 1.2036
O 3.6030 -3.9877 -9.8696
O 7.1834 2.5826 4.9358
O 2.3455 -2.0985 -10.1040
O -1.2094 10.3734 -0.2487
O -2.3197 -5.2160 4.1357
O -1.4684 10.9957 1.9452
O 5.1423 -4.4555 0.2336
O -2.3026 -4.7069 1.8292
O 2.2510 -3.3841 -8.1291
O -1.6254 1.5971 13.4363
O -10.3751 -4.5818 -0.9350
O 5.9746 3.7645 6.7814
O -1.1420 2.2051 11.4160
O -0.0649 2.2652 -1.1218
O -0.0488 9.4012 1.4674
O -3.4896 -6.3941 2.7814
O 8.8355 2.4754 -3.3107
O -11.6386 -2.6560 -0.6784
O -6.5859 0.4445 -7.7136
O -3.2279 2.8515 12.2073
O 6.7140 3.9172 -3.6432
O -6.6473 2.3612 -8.7219
O -4.7322 1.8767 -7.5346
N -0.0230 0.6469 0.4369
C 6.7989 1.3017 7.3245
C -8.3177 -1.3335 -0.1408
C 1.0770 -0.1257 -10.6906
C -0.9660 10.2841 0.9483
C 7.0472 0.8436 -5.9139
C 5.9607 -6.8454 -0.8837
C -10.6480 -3.3475 -0.4039
C 7.5029 2.3271 -5.6902
C -6.2154 -0.5425 -6.7292
C -11.4195 -5.4923 -1.3353
C -2.1128 2.3255 12.3577
C 5.4902 -6.9143 -2.3221
C -2.3630 1.4707 14.6483
C 8.3380 2.6953 8.6616
C -2.6089 -5.4087 2.8491
C -1.1642 3.0893 10.2561
C 6.4662 1.2106 -3.4549
C 3.4819 -5.9299 -1.4029
C 7.8801 1.2468 8.3371
C 3.9328 -7.1372 -2.2401
C -0.8880 0.1198 -1.7383
C -1.1341 -4.4220 4.4302
C 0.8113 8.6066 0.6184
C -9.4275 -1.6641 0.7602
C 4.1598 -3.7429 -11.1542
C -0.2542 1.1300 -0.8002
C 1.9570 8.0945 1.5230
C -6.1434 3.4625 -9.3729
C -3.7952 -7.0142 1.5391
C 8.5717 3.3670 7.2652
C 0.4348 1.5839 1.4735
C -5.1983 -7.6039 1.5347
C -2.4428 12.0032 1.8382
C 1.5017 -1.0805 -9.5521
C 2.7213 -3.1477 -9.2689
C -7.3617 -1.5497 -6.6609
C -1.8919 2.4812 15.5903
C 6.0192 0.4607 -4.7840
C -5.8728 1.5933 -7.9252
H 9.2199 2.8442 9.2846
H 5.9427 -7.6957 -2.9325
H 8.5044 2.6169 -6.0079
H 5.9622 -0.6203 -4.6563
H -1.6180 4.0656 10.4259
H -12.3160 -5.0002 -0.9582
H 8.8034 0.7341 8.0677
H 1.5616 7.6205 2.4214
H -11.3522 -6.3895 -0.7199
H 5.7256 1.5455 -2.7287
H 1.4718 1.8932 1.3433
H -1.9365 2.7515 9.5650
H 0.3227 0.5972 -10.3800
H 3.5473 -7.0360 -3.2546
H -2.6445 2.6439 16.3618
H 2.6107 8.9214 1.8003
H -1.6085 3.4306 15.1361
H 0.6511 -0.7193 -11.4996
H -7.4411 -1.9557 0.0393
H -10.2429 -0.9876 0.5040
H 4.7131 -2.8048 -11.1965
H -5.3003 -8.4257 2.2435
H -7.3533 -2.2233 -7.5178
H 0.5852 -1.4957 -9.1330
H -0.1667 -0.6974 -1.7377
H -3.6598 -6.5351 0.5695
H 7.9581 0.2593 -5.7838
H -7.0682 3.9118 -9.7350
H -1.3991 -3.3963 4.1736
H -0.2771 -4.7043 3.8186
H 6.7864 3.0296 -6.1161
H -11.4105 -5.5653 -2.4228
H -0.9547 2.2156 16.0794
H 1.9478 -0.4426 -8.7891
H 6.7372 0.4919 6.5976
H -0.6198 -0.1147 0.7265
H 6.9473 -6.4602 -0.6261
H 4.8065 -4.5674 -11.4542
H 9.3710 2.8207 6.7645
H 3.6381 -8.1017 -1.8268
H 3.3949 -3.8036 -11.9285
H -2.9929 -7.7303 1.3615
H 5.8812 -7.8200 -0.4021
H -8.0705 -0.3270 0.1968
H 7.2192 0.6940 -2.8598
H 0.3906 1.2214 2.5006
H 7.4357 0.7129 9.1771
H 5.6386 -6.0286 -2.9399
H -7.2805 -2.0856 -5.7152
H -9.1304 -1.4783 1.7924
H -3.4076 11.6286 2.1799
H 1.9354 0.4075 -11.0990
H -5.6856 4.1597 -8.6712
H -6.0066 -6.8736 1.5728
H 1.1962 9.1398 -0.2509
H -8.3697 -1.1348 -6.6701
H -0.8704 -4.5640 5.4782
H 6.7691 0.7389 -6.9626
H -5.1777 -8.1413 0.5866
H -2.4622 12.4417 0.8405
H -6.0237 -0.1217 -5.7422
H 2.6279 7.4321 0.9761
H -5.4361 3.2097 -10.1628
H -5.3157 -1.0698 -7.0463
H 5.8259 1.3435 7.8140
H -1.8570 -0.2493 -1.4021
H 8.6979 4.4485 7.2141
H 3.7831 -5.0405 -1.9564
H -8.4562 -1.3124 -1.2218
H -0.2115 3.0830 9.7265
H -0.0137 2.5773 1.4694
H -3.4284 1.5707 14.4411
H 0.3129 7.7340 0.1963
H -2.3134 12.8471 2.5158
H 5.0580 0.7451 -5.2121
H 7.6087 3.3878 9.0820
H 2.4979 -5.9159 -0.9343
H -2.1014 0.4858 15.0351
H -1.0303 0.5191 -2.7425
```

Summary:
Molecular weight, Da: 1058.2
Total charge: 0
Structure (SMILES): O=S1(=O)CCCC1.O=S1(=O)CCCC1.O=S1(=O)CCCC1.CCOC(=O)OC.CCOC(=O)OC.CCOC(=O)OC.CCOC(=O)OC.CCOC(=O)OC.CCOC(=O)OC.CNC(C)=O
HOMO energy, eV: -9.392
Kohn-Sham gap, eV: 9.608



Record 4
The following is a DFT calculation (ωB97M-V/def2-TZVPD) of a cluster of 4 separate species, C20H41BClF5NO10P in total.

```
80
C20H41BClF5NO10P, DFT ωB97M-V/def2-TZVPD
Cl 5.5744 0.2228 1.8049
P 4.5481 -4.5254 -0.4845
F -1.1096 -2.9363 -2.8826
F -2.6883 -4.0143 -0.9505
F -1.9087 -1.3014 -1.4634
F -1.5842 -2.8550 0.7668
F -0.6026 -4.5744 -0.3325
O -2.5021 2.8181 -2.8476
O 1.6139 4.1858 2.9694
O -5.3299 -0.8919 3.8224
O 3.6600 -5.3879 -1.7197
O -4.1224 0.8113 1.7433
O 2.8895 -1.6948 1.8718
O 1.8789 -3.5841 1.1655
O 0.1608 2.4381 -4.0540
O 0.8142 2.1512 0.9847
O 4.5045 0.6205 -0.6066
N 4.2645 -5.4477 0.9972
C -5.4646 0.9231 2.2008
C -2.2787 1.6309 -2.0928
C -0.5161 3.6875 -3.9607
C 1.6236 -2.8806 -1.8778
C 0.8624 5.1342 2.2317
C 3.1088 -2.3113 -1.7686
C 1.9058 2.5765 0.1759
C -4.0193 -1.1415 4.3152
C 2.8648 -2.6076 0.9538
C 5.2140 -1.7716 -0.2796
C -0.4408 1.5647 -4.9987
C -1.4213 3.7400 -2.7353
C 5.0052 -0.2605 0.0984
C 1.2129 1.8640 2.3230
C 0.5067 -1.8673 -1.3236
C 0.8582 3.0088 3.2651
C -1.4584 -3.4931 -0.4793
C -3.9091 -0.3643 0.9675
C -0.9725 -2.4018 -1.5619
C -5.5909 0.4998 3.6599
B 3.8560 -2.6944 -0.3283
H 1.1174 2.7142 4.2873
H 3.3790 -5.9683 0.9140
H 0.1497 5.6377 2.8951
H -0.2163 3.2192 3.2379
H -0.8501 3.5625 -1.8187
H -5.7434 1.9790 2.1160
H -4.3464 -0.2306 -0.0276
H -0.1907 1.8905 -6.0148
H 3.1719 -1.1715 -1.9003
H -6.1441 0.3460 1.5639
H 2.5173 3.3357 0.6708
H -1.2763 1.2269 -2.2452
H 1.5525 5.8803 1.8333
H -1.5264 1.5173 -4.8842
H 1.5658 -3.8996 -1.3569
H 0.3256 4.6761 1.3974
H 3.7448 -2.8302 -2.5768
H 4.2297 -4.8569 1.8369
H 6.0211 -2.3040 0.3460
H 0.2540 4.4597 -3.8620
H 1.5015 3.0025 -0.7450
H 4.0800 -6.2749 -1.6938
H -3.9765 -0.9074 5.3845
H 1.4376 -3.1163 -2.9909
H -1.8626 4.7406 -2.6681
H -3.0062 0.8828 -2.4104
H -3.2612 -0.5633 3.7830
H 5.6448 -1.7712 -1.3503
H 2.5277 1.7159 -0.0837
H -2.8360 -0.5160 0.8540
H -3.8022 -2.2022 4.1835
H 0.6017 -0.9226 -1.9757
H -4.3355 -1.2525 1.4395
H -4.9334 1.0976 4.2988
H -1.0820 3.8948 -4.8761
H 0.6638 0.9703 2.6342
H -2.4334 1.8366 -1.0287
H 2.2816 1.6309 2.3704
H -0.0320 0.5654 -4.8454
H -6.6228 0.6698 3.9865
H 0.7027 -1.5348 -0.2482
```

Summary:
Molecular weight, Da: 627.8
Total charge: -2
HOMO energy, eV: -0.471
Kohn-Sham gap, eV: 4.427



Record 5
The following is a DFT calculation (ωB97M-V/def2-TZVPD) of a structure of composition C2H3FLuO3.

```
10
C2H3FLuO3, DFT ωB97M-V/def2-TZVPD
Lu 2.0338 0.1301 0.1552
F -2.2240 0.2252 0.6824
O 0.4927 -1.4809 -0.0334
O -0.6154 0.8988 -0.9114
O 0.1585 1.2176 0.2425
C -1.5017 -0.1719 -0.3642
C -0.7175 -1.4410 -0.0060
H -0.9817 1.7266 -1.2796
H -2.1717 -0.3724 -1.2141
H -1.3320 -2.3282 0.2224
```

Summary:
Molecular weight, Da: 269.0
Total charge: +3
HOMO energy, eV: -25.963
Energy above the lowest of the compared OMol25 structures with the same formula, charge and spin, kcal/mol: 0.0
Kohn-Sham gap, eV: 9.478



Record 6
The following is a DFT calculation (ωB97M-V/def2-TZVPD) of a structure of composition C18H27N7.

```
52
C18H27N7, DFT ωB97M-V/def2-TZVPD
N -2.5500 -0.2743 -1.3866
N -1.8641 4.7982 1.1042
N -2.9734 -2.4520 0.6727
N 0.0493 3.3645 0.9058
N 1.8234 2.0046 0.7734
N -1.8960 2.8409 -0.4224
N -0.1502 1.5180 -0.4653
C -1.2148 1.6522 -0.9099
C -3.3364 -0.0575 -0.2379
C 2.8575 -2.0942 -1.6728
C -2.0956 0.8989 -1.7779
C 4.4047 -1.5318 0.0006
C 2.5939 0.8541 0.6217
C 4.7428 -0.1939 0.8910
C -2.3615 -4.4588 1.9130
C -4.0427 -1.5268 0.4663
C 5.2985 -2.5206 -0.3488
C -3.4457 -3.7804 0.9887
C -1.4101 -1.2947 -0.9822
C -2.1424 -2.3695 -0.5292
C -1.0401 3.7274 0.3035
C 0.5466 2.1922 0.1778
C 3.2773 -1.2274 -0.7169
C 2.3405 -0.0090 -0.7253
C 3.7761 0.6720 1.2622
H -2.6509 -3.1559 -1.5039
H -0.8083 -0.9048 -0.2891
H 5.6355 -2.6547 -1.2834
H 3.5495 -2.3212 -2.4797
H 1.8558 -2.0426 -1.8983
H 2.7720 -3.2683 -1.4070
H -3.9460 -4.1473 0.2970
H -2.6660 4.8642 0.5280
H -2.8369 -5.2966 2.3524
H 6.1741 -2.4736 0.4174
H -1.5676 -4.8101 1.0835
H -2.5919 0.1621 0.7701
H -1.3960 -3.1806 -0.4035
H -1.2906 5.2906 1.4893
H 2.2569 2.4782 1.5568
H -4.2036 -3.2829 1.8325
H -4.5459 -1.1477 1.0819
H -1.2339 0.5974 -2.7634
H 1.3040 0.0316 -0.9353
H 4.8678 -3.4020 0.0175
H -1.6898 -3.8563 2.5189
H 4.1524 1.4272 1.9467
H -4.0085 0.5417 -0.3160
H -0.8198 -1.3201 -1.8293
H 5.6434 -0.3069 1.4255
H -4.7297 -1.6919 -0.4727
H -3.0002 1.5500 -2.3298
```

Summary:
Molecular weight, Da: 341.5
Total charge: 0
HOMO energy, eV: -7.671
Energy above the lowest of the compared OMol25 structures with the same formula, charge and spin, kcal/mol: 466.1
Kohn-Sham gap, eV: 7.413



Record 7
The following is a DFT calculation (ωB97M-V/def2-TZVPD) of a structure of composition C29H35AuO5S.

```
71
C29H35AuO5S, DFT ωB97M-V/def2-TZVPD
Au -0.2847 0.3068 2.0618
S -0.2986 2.7954 3.0420
O 2.7808 -1.1687 -3.9785
O -0.3482 -2.7958 -5.3104
O -0.9373 -0.8587 -6.2707
O -0.2984 -0.8922 0.4767
O 1.9128 -1.0229 -6.0510
C 1.1209 2.1796 -1.8557
C 1.9044 -0.4107 1.5172
C -1.6133 2.8168 5.3862
C 0.7906 2.3929 5.4903
C -1.1901 -0.9692 -0.6432
C 0.1713 -1.3664 -2.8187
C -2.1901 -1.0705 2.2854
C -1.8630 -0.4124 4.4971
C -0.3861 -1.4558 -5.3535
C 0.0057 0.7082 -4.1705
C 0.6878 2.1751 6.8588
C -1.4770 -1.7700 4.3666
C -1.6235 -2.1605 3.0169
C 1.9476 -0.4352 3.8559
C 0.3898 -0.7621 -4.2337
C -0.8952 -0.5438 -2.1505
C -0.5616 2.2715 7.4976
C -1.7035 2.6038 6.7634
C -0.3204 2.2326 -2.2476
C -1.2707 2.9389 -1.3838
C 1.8491 -1.7672 1.9752
C 1.8156 -0.9905 -4.7135
C 1.8952 -1.7708 3.3891
C -2.2744 0.0762 3.2104
C 1.9488 0.4440 2.7123
C -0.8172 0.9273 -2.8518
C -0.3747 2.6531 4.7261
C 3.2305 -1.2843 -6.5282
C -0.9509 -3.3852 -6.4768
H 3.1736 -1.1741 -7.6092
H 1.2348 2.4058 -0.7819
H 3.5227 -2.3039 -6.2594
H -2.4821 3.0840 4.7875
H 1.5842 1.9380 7.4320
H 1.7464 2.3604 4.9763
H -1.2004 -2.4300 5.1823
H -0.0850 -2.4289 -2.8923
H 1.8407 2.8447 -2.3622
H -2.1226 2.2860 -1.1724
H 2.1642 1.5061 2.6842
H -0.8026 3.1562 -0.4243
H -1.3962 -3.1350 2.6008
H -2.0168 -3.1324 -6.5260
H -1.9314 0.1365 5.4320
H 2.0747 -0.1278 4.8928
H -0.5743 0.9613 -5.0638
H -2.6727 2.7073 7.2546
H -1.6905 3.8765 -1.7558
H -1.2390 -2.0700 -0.6789
H 2.1249 -0.0709 0.5017
H 1.9471 -2.6650 4.0080
H 1.1092 -1.3035 -2.2639
H 1.5391 1.1609 -1.9655
H -0.8032 -4.4570 -6.3501
H -0.6356 2.1022 8.5761
H -0.4510 -3.0207 -7.3817
H -1.8153 -0.8880 -2.6650
H -2.7524 1.0168 2.9607
H 0.9184 1.3121 -4.1918
H 3.9500 -0.5801 -6.0984
H -1.8523 1.1495 -3.1711
H -2.7251 -1.1418 1.3469
H 1.7826 -2.6408 1.3318
H -2.2359 -0.6637 -0.4455
```

Summary:
Expectation value of S²: 2.02
Molecular weight, Da: 692.6
Total charge: -2
HOMO energy (spin up / spin down), eV: 0.154 / -0.054
Spin multiplicity: 3
Kohn-Sham gap (spin up / spin down), eV: 3.478 / 3.685



Record 8
The following is a DFT calculation (ωB97M-V/def2-TZVPD) of a structure of composition C3H2MgO.

```
7
C3H2MgO, DFT ωB97M-V/def2-TZVPD
Mg 2.1595 0.7996 2.1298
O 0.3897 0.0681 2.6109
C -3.5227 -0.3490 2.7567
C -2.1138 -0.1307 2.6098
C -0.8822 -0.0018 2.6020
H -3.9504 -1.3916 2.2074
H -4.0972 0.4630 2.2673
```

Summary:
Molecular weight, Da: 78.4
Total charge: -2
HOMO energy, eV: 2.715
Energy above the lowest of the compared OMol25 structures with the same formula, charge and spin, kcal/mol: 0.0
Kohn-Sham gap, eV: 3.000